[1]
C25H16IN4O4SbSe4Tc | ωB97M-V with the def2-TZVPD basis set

The energy relative to the best compared isomer or geometry (same formula, charge and spin) comes out at 10.3 kcal per mole. Its orbital gap (spin up / spin down) is 4.645 / 4.636 eV. As for the net charge: +1.

Geometry (Å):
C: 3.552 -2.643 1.750
C: 2.128 -1.151 3.689
C: 0.826 3.493 1.204
C: 2.752 -1.874 -1.076
C: 3.834 -2.760 3.091
C: 2.530 -1.767 1.364
C: 1.830 -1.036 2.335
H: 1.579 -0.574 4.418
H: -5.025 1.569 2.797
Se: -0.864 -6.008 1.371
O: -1.601 0.060 -0.173
H: 0.815 3.909 2.202
Sb: -2.568 -5.327 -0.552
H: 4.621 -3.436 3.405
I: -7.052 3.795 2.122
H: -3.124 0.485 1.642
C: -4.742 1.882 1.800
Tc: 0.302 -0.560 -0.016
C: -3.311 1.685 -0.126
C: 0.887 4.281 0.060
C: -4.024 2.697 -0.760
C: 0.856 2.292 -1.261
C: -3.675 1.278 1.154
H: -5.656 4.083 -0.617
C: 0.847 1.189 2.202
C: 1.946 -1.577 -2.298
C: 2.356 -1.999 -3.538
C: 0.798 2.131 1.044
C: 0.332 -1.089 -4.416
H: 0.837 1.782 -2.208
Se: 0.470 -4.097 1.389
N: 0.900 -0.157 1.750
H: -0.347 -0.883 -5.231
O: 0.861 1.536 3.345
O: -1.761 1.476 -1.911
H: 4.100 -3.203 1.013
C: 1.528 -1.752 -4.623
H: 3.377 -2.139 5.103
H: 3.302 -2.516 -3.621
N: 0.795 1.535 -0.162
H: -3.731 3.004 -1.755
Se: -0.892 -2.639 0.292
N: 2.064 -1.489 0.077
C: -5.449 2.890 1.158
H: 0.915 5.359 0.141
N: 0.797 -0.917 -2.095
Se: -1.435 -5.850 -2.491
C: -5.096 3.300 -0.123
H: 1.813 -2.079 -5.615
C: 0.920 3.673 -1.181
O: 3.840 -2.380 -1.136
C: -0.005 -0.673 -3.139
C: 3.131 -2.023 4.056
C: -2.152 1.075 -0.830
H: 0.976 4.254 -2.090
H: -0.908 -0.113 -2.928

The Löwdin scheme yields these atomic charges, measured in e: -0.032 0.004 0.041 -0.399 -0.050 -0.297 -0.231 0.118 0.097 -0.040 -0.333 0.136 0.388 0.117 0.909 0.116 -0.138 1.320 -0.143 -0.003 -0.007 -0.084 -0.015 0.097 -0.377 -0.181 0.036 -0.172 -0.008 0.109 0.128 -0.070 0.123 0.166 0.044 0.114 -0.006 0.116 0.135 0.001 0.122 0.226 -0.068 -0.736 0.126 -0.022 -0.071 -0.135 0.125 -0.007 0.143 -0.081 -0.043 -0.533 0.124 0.099



[2]
C25H17Cl2MoN3O3S | ωB97M-V with the def2-TZVPD basis set

The energy relative to the best compared isomer or geometry (same formula, charge and spin) comes out at 15.5 kcal per mole. Its orbital gap (spin up / spin down) is 6.117 / 6.464 eV. As for the spin multiplicity: 3. As for the net charge: +2.

Geometry (Å):
Cl: -6.095 2.501 -0.417
H: -0.917 -1.276 -0.392
N: 0.777 1.147 2.143
C: -2.507 4.091 0.337
H: -0.454 2.012 5.139
O: -0.331 3.000 0.222
H: 4.174 -1.618 1.121
C: 4.051 3.545 -0.845
H: 7.116 4.539 -1.640
H: 5.919 5.056 -2.816
N: 1.982 -0.054 0.317
H: 4.640 -2.092 3.488
C: -3.012 -0.802 -0.613
C: -2.198 1.711 -0.046
C: 3.801 -1.459 3.242
H: -5.018 -0.031 -0.773
C: 0.038 1.755 3.079
C: 3.709 1.220 -1.290
Mo: 0.686 1.434 0.081
O: 1.284 0.559 -1.768
H: -3.284 -1.822 -0.831
N: -1.251 0.730 -0.102
C: -3.886 3.894 0.154
C: 1.104 0.562 4.879
H: 2.274 2.429 -0.173
C: 3.280 2.408 -0.720
C: 2.476 -0.388 1.553
H: 1.214 0.329 5.927
C: 3.552 -1.192 1.892
C: -3.580 1.499 -0.259
S: 2.526 -0.088 -1.227
H: 6.642 2.219 -2.589
C: 5.697 2.268 -2.068
H: -4.539 4.752 0.231
Cl: -1.870 5.637 0.664
C: -1.675 -0.502 -0.373
C: 1.936 -0.074 3.935
H: 5.216 0.180 -2.368
H: 3.191 -1.212 5.268
C: 6.055 4.726 -1.784
C: 4.922 1.129 -1.950
C: -1.657 2.988 0.208
H: 5.746 5.533 -1.128
O: 2.926 -1.325 -1.771
C: 0.170 1.478 4.439
C: 3.000 -0.951 4.240
C: -4.420 2.656 -0.153
C: 5.261 3.492 -1.554
H: -0.686 2.488 2.733
C: -3.979 0.190 -0.568
C: 1.707 0.238 2.572
H: 3.726 4.484 -0.425

The Löwdin scheme yields these atomic charges, measured in e: 0.815 0.134 -0.038 -0.568 0.127 -0.243 0.128 0.013 0.098 0.108 -0.296 0.126 0.009 -0.143 -0.026 0.122 -0.054 -0.289 1.734 -0.386 0.129 -0.037 -0.079 0.065 0.053 -0.079 -0.241 0.141 0.036 -0.141 0.710 0.137 0.015 0.124 0.815 -0.050 -0.126 0.131 0.130 -0.021 -0.008 -0.355 0.088 -0.184 0.000 0.011 -0.578 -0.226 0.124 0.054 -0.140 0.131



[3]
C25H17Cl4IN5O6Ti | ωB97M-V with the def2-TZVPD basis set

The energy relative to the best compared isomer or geometry (same formula, charge and spin) comes out at 0.0 kcal per mole. Its orbital gap (spin up / spin down) is 4.746 / 5.405 eV. As for the spin multiplicity: 2. As for the net charge: -2.

Geometry (Å):
O: -2.311 0.059 -0.708
C: 2.508 -3.268 0.245
Cl: 0.191 -3.203 -3.564
C: 1.263 -5.352 0.298
N: -1.176 -1.335 1.442
N: 1.609 2.324 1.287
N: 2.491 -0.671 -2.117
C: -2.384 -0.820 2.097
C: 4.044 0.686 -1.660
Ti: -0.153 0.136 0.205
H: -2.598 3.025 1.852
N: 2.728 0.555 -1.649
H: 3.431 -2.720 0.113
C: -3.645 -2.042 -3.375
C: -2.085 0.604 2.552
Cl: -2.531 -3.883 -5.034
O: -0.120 -1.127 -1.485
C: 4.652 -0.487 -2.143
C: 2.455 -4.635 0.118
H: -3.199 -0.806 1.365
C: 1.341 -2.500 0.531
C: -1.882 2.529 1.176
O: 1.404 -1.220 0.599
C: -1.545 5.546 -0.983
H: 4.503 1.593 -1.312
C: -1.902 4.675 0.020
H: 1.234 -6.426 0.176
O: -0.108 1.680 -0.981
Cl: -5.163 -2.392 -4.157
C: -1.052 -2.601 1.282
H: -2.573 5.005 0.807
C: 0.133 -4.641 0.639
H: 3.580 -2.352 -2.784
H: -0.802 -5.164 0.817
C: 3.606 -1.342 -2.419
C: -0.552 2.876 -0.951
N: -1.533 1.326 1.422
C: -0.680 5.077 -1.988
H: -1.858 -3.275 1.605
C: -2.413 -0.767 -1.682
H: -0.380 5.749 -2.786
H: 1.513 -1.015 -2.076
C: -1.427 3.357 0.067
H: -1.918 6.561 -1.000
C: -2.498 -2.693 -3.764
H: 3.366 -5.171 -0.126
H: 0.465 3.423 -2.754
C: 0.146 -3.248 0.767
H: -1.325 0.587 3.344
C: -3.603 -1.093 -2.343
C: -1.214 -1.438 -2.116
O: 1.090 1.188 1.575
C: -0.201 3.793 -1.985
I: 6.652 -0.868 -2.392
H: -2.650 -1.456 2.953
H: -2.993 1.102 2.929
C: -1.284 -2.390 -3.118
O: 2.118 2.893 2.250
Cl: -5.052 -0.288 -1.804

The Löwdin scheme yields these atomic charges, measured in e: -0.125 -0.019 0.655 -0.132 -0.031 -0.226 0.003 -0.190 -0.215 1.085 0.125 0.076 0.105 -0.730 -0.187 0.582 -0.208 -0.808 -0.112 0.116 -0.353 -0.070 -0.144 -0.136 0.096 -0.078 0.079 -0.144 0.581 -0.072 0.096 -0.073 0.109 0.101 -0.191 -0.339 -0.062 -0.116 0.130 -0.400 0.088 0.095 -0.128 0.076 -0.733 0.090 0.110 -0.140 0.125 -0.611 -0.360 -0.255 -0.005 0.756 0.113 0.114 -0.599 -0.134 0.620



[4]
C25H17ClF6N3O2RhS | ωB97M-V with the def2-TZVPD basis set

The energy relative to the best compared isomer or geometry (same formula, charge and spin) comes out at 44.2 kcal per mole. Its orbital gap (spin up / spin down) is 4.896 / 4.894 eV.

Geometry (Å):
C: -4.083 1.168 -1.915
C: -3.669 0.020 3.459
O: -1.955 0.416 1.832
C: -1.457 -1.153 3.562
H: -0.411 -1.295 -5.659
C: 4.514 -0.299 1.912
F: -0.576 -1.927 2.930
C: 4.085 -0.175 -0.457
N: 0.216 2.218 1.062
H: 3.040 4.059 2.918
H: 2.282 -0.213 -2.325
C: -3.736 0.740 -3.179
C: 0.135 -0.910 -3.638
C: 1.208 2.793 0.367
Cl: 6.667 -0.115 0.293
C: -0.729 -0.873 -4.717
H: -0.667 1.901 2.873
C: 2.697 -0.263 -0.238
C: -2.458 0.182 -3.392
H: -3.266 0.749 4.156
H: 4.445 -0.090 -1.471
C: 2.250 3.470 1.023
N: 0.494 -0.263 -1.276
H: 5.224 -0.292 2.722
C: 2.240 3.556 2.394
H: 1.099 -1.380 -3.740
C: -0.269 -0.386 -2.399
S: 1.171 2.733 -1.341
C: 2.214 -0.386 1.121
Rh: -0.577 0.095 0.354
C: 4.970 -0.194 0.594
C: -3.071 -1.707 1.737
F: -2.001 -1.905 4.529
C: -3.188 1.030 -0.861
C: -2.518 -0.538 2.601
H: 1.106 3.072 4.170
C: -1.988 -0.304 -4.625
H: -4.425 0.823 -4.004
H: 3.030 3.907 0.423
O: 0.963 -0.517 1.392
H: -4.384 0.515 2.808
F: -0.773 -0.186 4.186
H: -4.154 -0.784 4.006
H: -5.054 1.595 -1.728
C: 1.827 -0.259 -1.341
F: -2.199 -2.087 0.779
C: 0.191 2.338 2.384
N: -1.981 0.487 -1.029
H: -2.622 -0.239 -5.496
C: -1.603 0.095 -2.265
H: 2.800 -0.516 3.170
H: -3.440 1.353 0.139
C: 3.166 -0.409 2.161
F: -3.377 -2.804 2.440
C: 1.174 2.998 3.097
F: -4.187 -1.343 1.093

The Löwdin scheme yields these atomic charges, measured in e: -0.024 0.031 -0.254 -0.580 0.110 -0.077 0.150 -0.049 0.015 0.107 0.129 0.023 0.006 -0.820 0.671 -0.065 0.093 -0.144 -0.142 0.099 0.117 -0.116 -0.088 0.108 -0.069 0.112 -0.214 0.563 -0.313 1.303 -0.676 -0.560 0.148 -0.062 -0.472 0.100 -0.020 0.121 0.094 -0.171 0.091 0.153 0.096 0.111 -0.076 0.120 -0.140 -0.012 0.114 -0.145 0.123 0.118 0.015 0.168 -0.067 0.150



The largest force on an atom results, record by record, are as follows: 0.02005 0.04481 0.01254 0.05677 hartree/bohr.